# 1
ORCA calculation (ωB97M-V/def2-TZVPD) on a 14-piece molecular cluster, C28H20Br2Cl52N2O2P overall.

Cartesian coordinates (Å):
C (2.596689, 5.664463, -3.885510)
C (2.062466, 4.315283, -4.293782)
O (2.784937, 3.392295, -4.426599)
N (0.635308, 4.129300, -4.595079)
C (0.298312, 4.956836, -5.775113)
C (-0.272536, 4.371519, -3.510831)
Br (0.520366, 3.644508, -1.827928)
C (-0.571257, 5.775689, -3.027639)
N (-1.743817, 5.857778, -2.513816)
C (-2.270671, 7.097902, -1.900533)
C (-3.669224, 7.395688, -2.371079)
C (-3.923196, 7.515152, -3.745016)
C (-5.198891, 7.814522, -4.201400)
C (-6.232256, 8.016392, -3.291232)
C (-5.989051, 7.888546, -1.922613)
C (-4.709654, 7.578826, -1.445077)
C (-4.497409, 7.471029, 0.051558)
C (-2.472120, 4.591503, -2.588871)
C (-1.688566, 3.839980, -3.684365)
P (-2.050598, 1.998731, -3.822505)
O (-0.609282, 1.297133, -3.569342)
Br (-2.184585, 1.863502, -6.023643)
H (2.298204, 5.898443, -2.860890)
H (2.238113, 6.461489, -4.542065)
H (3.681684, 5.634805, -3.970302)
H (-0.705941, 4.740311, -6.136147)
H (0.994636, 4.698873, -6.576777)
H (0.413442, 6.033461, -5.594289)
H (0.129735, 6.598429, -3.103666)
H (-2.181568, 7.017581, -0.819427)
H (-1.599187, 7.903270, -2.213738)
H (-3.094270, 7.378252, -4.436591)
H (-5.368205, 7.911449, -5.271243)
H (-7.229366, 8.274344, -3.628914)
H (-6.803294, 8.045859, -1.222521)
H (-4.136568, 6.466858, 0.302307)
H (-3.776977, 8.201308, 0.422976)
H (-5.448381, 7.578470, 0.572189)
H (-2.505127, 4.041497, -1.643460)
H (-3.497690, 4.705031, -2.942522)
H (-2.069285, 4.227446, -4.637066)
H (-0.558423, 0.998433, -2.649622)
C (-1.369538, 3.875850, 2.008045)
Cl (0.179264, 3.557393, 2.773150)
Cl (-2.647314, 3.875372, 3.211310)
Cl (-1.312267, 5.466273, 1.207906)
Cl (-1.702426, 2.630890, 0.792859)
C (-0.905724, 1.574909, 6.305168)
Cl (-0.897582, 0.359272, 7.576459)
Cl (-1.444187, 0.842950, 4.787367)
Cl (-2.011161, 2.880423, 6.756883)
Cl (0.720989, 2.239877, 6.096464)
C (3.042228, -5.102586, -2.711760)
Cl (3.268712, -5.026367, -0.964109)
Cl (3.994336, -3.831636, -3.487356)
Cl (3.572313, -6.682309, -3.291815)
Cl (1.330440, -4.879926, -3.100066)
C (1.996219, -2.428608, 7.725034)
Cl (1.334192, -2.459022, 9.365464)
Cl (0.858648, -3.203661, 6.624405)
Cl (2.254000, -0.751072, 7.242456)
Cl (3.527101, -3.309301, 7.694257)
C (-7.779261, 6.033612, -7.822451)
Cl (-8.231855, 7.349064, -8.902595)
Cl (-9.226015, 5.288391, -7.146309)
Cl (-6.844461, 4.827488, -8.707682)
Cl (-6.784206, 6.681448, -6.495574)
C (-2.124195, -6.337227, 7.175626)
Cl (-2.134215, -5.417650, 5.663428)
Cl (-3.759795, -6.416799, 7.825969)
Cl (-1.516801, -7.968220, 6.872683)
Cl (-1.053700, -5.549947, 8.335832)
C (4.792518, -7.092343, 2.223817)
Cl (3.971183, -8.499511, 2.887048)
Cl (3.669381, -5.711044, 2.232601)
Cl (6.221234, -6.712082, 3.196187)
Cl (5.298668, -7.434189, 0.567633)
C (4.204394, 5.321980, -8.015456)
Cl (5.426722, 5.001252, -9.240404)
Cl (2.780535, 6.054376, -8.774844)
Cl (3.732399, 3.809732, -7.232501)
Cl (4.860917, 6.443186, -6.815628)
C (0.531079, -10.488509, 3.004059)
Cl (-0.470314, -9.566682, 4.128509)
Cl (1.952047, -11.080665, 3.884001)
Cl (-0.382782, -11.857619, 2.368803)
Cl (1.038389, -9.450955, 1.670439)
C (5.147990, -10.441715, -3.692917)
Cl (6.725497, -10.058035, -4.383644)
Cl (4.918936, -12.190179, -3.669262)
Cl (5.055463, -9.817298, -2.042433)
Cl (3.878679, -9.698004, -4.677651)
C (-3.602871, -10.303300, 9.923333)
Cl (-1.958509, -10.533125, 9.322544)
Cl (-4.683758, -9.978477, 8.564051)
Cl (-4.135163, -11.763804, 10.758862)
Cl (-3.632776, -8.936703, 11.042020)
C (6.897756, -2.447211, 3.405850)
Cl (5.940254, -2.274555, 4.879913)
Cl (6.059311, -3.528750, 2.293769)
Cl (7.106333, -0.860580, 2.653983)
Cl (8.480176, -3.123033, 3.803048)
C (4.851856, -10.036039, 7.128803)
Cl (3.797344, -9.122962, 8.212363)
Cl (6.241320, -10.645157, 8.031201)
Cl (3.949226, -11.400725, 6.450469)
Cl (5.406352, -8.988339, 5.822549)

Forces on atoms 1 to 3 (eV/Å):
-0.1963 0.3297 -0.2187
-0.1408 0.3054 0.2176
0.5053 -1.0018 -0.0563

HOMO-LUMO gap: 7.7 eV
charge: +1
E_LUMO: -4.2 eV

Here are the Löwdin charges for atoms 1 to 4, given in e:
1 C -0.01
2 C -0.56
3 O 0.10
4 N -0.08

=====

# 2
ORCA calculation (ωB97M-V/def2-TZVPD) on a 2-piece molecular cluster, C4H12N4 overall.

Cartesian coordinates (Å):
C (-2.393823, 0.129934, -1.156019)
C (-1.871755, -2.134327, -0.288881)
C (2.372596, 1.291393, 0.536288)
C (1.131946, 0.592191, -0.119332)
N (-1.782924, -0.676074, -0.524069)
N (0.477841, -0.310275, 1.873334)
N (-2.669333, 1.073170, -1.969113)
N (0.250162, -0.174357, 0.664606)
H (-1.055410, -2.690558, -0.577585)
H (-2.835313, -2.365782, -0.821435)
H (-1.871757, -2.432580, 0.790103)
H (2.990652, 0.543836, 0.818358)
H (2.816773, 1.929427, -0.106243)
H (2.274782, 1.879879, 1.487732)
H (1.451679, -0.095663, -0.955734)
H (0.544418, 1.318100, -0.616230)
H (1.120576, 0.180203, 2.512854)
H (-0.091773, -0.825386, 2.543086)
H (-2.052996, 1.179579, -2.895963)
H (-3.151517, 1.863998, -1.667242)

Forces on atoms 1 to 3 (eV/Å):
2.5546 -1.7364 0.9772
-3.4735 0.7555 1.1925
-3.7250 -0.4139 2.2238

HOMO-LUMO gap: 9.6 eV
charge: +2
E_LUMO: -9.5 eV
relative energy (zero: lowest compared OMol25 entry of this formula, charge and spin): 97.8 kcal per mole

Here are the Löwdin charges for atoms 1 to 4, given in e:
1 C -0.07
2 C 0.01
3 C -0.01
4 C -0.17

=====

# 3
ORCA calculation (ωB97M-V/def2-TZVPD) on one molecule with the formula C3H4FN3O.

Cartesian coordinates (Å):
C (-2.018600, 0.063684, 0.015941)
C (1.588281, -0.050993, 0.058140)
C (0.426779, 0.662348, 0.068040)
H (-2.485888, -0.349077, -0.893956)
H (-2.457375, -0.340297, 0.913674)
H (-2.075913, 1.132657, 0.030037)
H (3.354360, -0.448555, -0.046748)
N (-0.584990, -0.261765, -0.009818)
N (-0.048590, -1.477446, -0.055000)
N (1.229938, -1.319526, -0.012815)
O (2.869004, 0.411950, -0.011261)
F (0.202989, 1.977025, -0.056229)

Forces on atoms 1 to 3 (eV/Å):
0.7832 -1.0118 -0.7074
-0.4597 1.5755 -0.3329
-0.6550 0.2642 -0.4849

HOMO-LUMO gap: 9.9 eV
E_LUMO: 0.7 eV
relative energy (zero: lowest compared OMol25 entry of this formula, charge and spin): 36.2 kcal per mole

Here are the Löwdin charges for atoms 1 to 4, given in e:
1 C 0.02
2 C -0.36
3 C -0.21
4 H 0.10

=====

# 4
ORCA calculation (ωB97M-V/def2-TZVPD) on C19H19Br2N4O2Yb as an isolated structure.

Cartesian coordinates (Å):
Yb (-0.326339, -0.006603, -0.566219)
Br (-1.298493, 0.467497, 6.299089)
C (-0.925682, 0.305575, 4.475006)
C (-0.496484, -0.905304, 3.943844)
C (-0.254044, -0.979117, 2.589727)
N (-0.389113, 0.068509, 1.763046)
C (-0.799677, 1.243516, 2.285248)
C (-1.090884, 1.396420, 3.626007)
C (-0.915899, 2.371407, 1.323288)
C (-0.605599, 3.662243, 1.709286)
C (-0.675910, 4.682543, 0.766416)
Br (-0.211851, 6.430789, 1.242687)
C (-1.087815, 4.378408, -0.524283)
C (-1.375317, 3.063676, -0.824113)
N (-1.271770, 2.059262, 0.058656)
H (-0.370814, -1.773277, 4.574901)
H (0.048569, -1.912280, 2.129951)
H (-1.461244, 2.334098, 4.015589)
H (-0.291238, 3.874917, 2.721051)
H (-1.183197, 5.147908, -1.276866)
H (-1.718775, 2.802834, -1.819248)
N (3.765888, 1.120038, -0.501043)
C (2.602800, 0.567861, -0.770066)
O (1.518689, 1.204147, -0.679435)
C (2.520728, -0.847521, -1.198407)
C (3.189440, -1.894327, -0.564637)
C (2.956197, -3.185767, -0.993854)
C (2.057365, -3.389296, -2.039431)
N (1.457790, -2.393765, -2.680298)
C (1.681054, -1.154283, -2.280089)
H (3.803618, 2.087731, -0.213861)
H (4.638408, 0.630169, -0.615666)
H (3.855044, -1.697597, 0.267849)
H (3.464799, -4.020624, -0.532365)
H (1.808764, -4.387413, -2.379609)
H (1.293829, -0.364764, -2.928869)
C (-2.731196, -2.973210, -1.412939)
C (-1.569012, -2.078143, -1.812610)
C (-2.101918, -0.729370, -2.372182)
O (-0.723182, -1.807365, -0.714848)
H (-3.360358, -3.188999, -2.276236)
H (-3.334433, -2.497100, -0.636999)
H (-2.348997, -3.915773, -1.024016)
H (-0.986127, -2.578006, -2.588792)
H (-2.676107, -0.212096, -1.581612)
H (-2.790597, -0.911762, -3.191955)
H (-1.290890, -0.095766, -2.791098)

Forces on atoms 1 to 3 (eV/Å):
0.7559 3.5436 0.7439
0.0358 -0.0148 -0.1998
-0.0265 -0.0331 0.0113

<S²>: 0.751
multiplicity: 2
HOMO-LUMO gap (spin up / spin down): 9.0 / 9.0 eV
charge: +2
E_LUMO (spin up / spin down): -6.4 / -6.4 eV

Here are the Löwdin charges for atoms 1 to 4, given in e:
1 Yb 1.60
2 Br 0.89
3 C -0.65
4 C -0.06

=====

Number 1: E_tot -836965.4882 eV, F_max 1.56 eV Å⁻¹. Number 2: E_tot -10281.6557 eV, F_max 4.36 eV Å⁻¹. Number 3: E_tot -12409.3585 eV, F_max 2.10 eV Å⁻¹. Number 4: E_tot -201670.1007 eV, F_max 3.75 eV Å⁻¹.